DFT (ωB97M-V/def2-TZVPD) results for the molecule C4H10N2O2 in a non-equilibrium geometry.

XYZ file:
```
18
Properties=species:S:1:pos:R:3
C -1.974 -1.182 0.884
O -0.648 -0.976 1.352
C 0.192 -0.325 0.403
C 1.530 -0.092 1.103
C -0.294 1.027 -0.175
O -1.114 1.744 0.403
N 0.221 1.449 -1.388
N 1.001 0.683 -2.266
H -2.575 -0.285 1.056
H -2.416 -1.999 1.460
H -1.993 -1.453 -0.176
H 0.345 -1.031 -0.422
H 2.265 0.388 0.451
H 1.394 0.547 1.984
H 1.946 -1.039 1.463
H -0.142 2.345 -1.711
H 1.813 0.291 -1.787
H 0.449 -0.094 -2.636
```

Properties
- Relative energy (zero: lowest compared OMol25 entry of this formula, charge and spin): 259.1 kJ/mol
- SMILES: CO[C@H](C)C(=O)NN
- Kohn-Sham gap: 10.255 eV
- HOMO: -9.5 eV
- Electronic energy: -418.36227 a.u.
- LUMO energy: 0.0285 Eh

Here are the Löwdin charges for atoms 1 to 4, given in e:
1 C -0.0914
2 O -0.1439
3 C -0.3383
4 C -0.0243